Run A
A structure of composition C5H8O2. Source: the OMol25 dataset; level of theory: the ωB97M-V functional and the def2-TZVPD basis.

Values from the calculation:
Frontier orbital gap: 10.20 eV
Highest occupied orbital energy: -0.341 Eh

ORCA input file:
```
! wB97M-V def2-TZVPD RIJCOSX def2/J DEFGRID3
* xyz 0 1
C -1.40005 1.11339 -0.31444
H -2.26195 0.55844 0.08207
C -0.10268 -0.41559 1.30966
H -1.37241 2.07432 0.20959
C 0.65308 -0.47375 -1.05894
C -0.20357 0.24249 -0.04415
H -1.58629 1.28632 -1.37861
H -0.69521 -1.31559 1.50540
H 2.13206 0.97855 0.00857
O 1.32026 -0.61456 1.19611
H 1.04187 -2.20933 -0.40227
H 0.69835 0.05746 -2.00939
O 0.72686 -1.84687 -1.24305
H -0.28980 0.32907 2.09449
C 1.33948 0.23565 0.04497
*
```

Run B
A cluster of 2 separate species, C5H8O2 in total. Source: the OMol25 dataset; level of theory: the ωB97M-V functional and the def2-TZVPD basis.

Values from the calculation:
Frontier orbital gap: 9.16 eV
SMILES: C=C(O)[C@@H]1CC1=O.[H][H]
Highest occupied orbital energy: -0.315 Eh

ORCA input file:
```
! wB97M-V def2-TZVPD RIJCOSX def2/J DEFGRID3
* xyz 0 1
C 0.36735 0.55242 0.45961
H -1.42681 -1.93497 -0.21642
C -0.96359 1.22465 0.61094
H 0.10862 1.69876 2.30654
H 1.99797 -0.86468 -1.04239
H 1.29392 1.03528 0.15865
H 2.28804 -0.85355 -0.35618
C -0.14891 -0.55070 -0.37623
H 0.20100 0.52774 -2.13524
H -0.21391 -1.27921 -2.35232
O -0.68425 -1.60121 0.30569
C -0.28470 0.80579 1.82540
C -0.07788 -0.42868 -1.70129
O -1.90313 1.67863 0.02849
H -0.55371 -0.01026 2.48475
*
```

Run C
An isolated molecule of C5H8O2. Source: the OMol25 dataset; level of theory: the ωB97M-V functional and the def2-TZVPD basis.

Values from the calculation:
Frontier orbital gap: 10.86 eV
SMILES: C[C@@H]1[C@H](O)[C@@H]2O[C@H]12
Highest occupied orbital energy: -0.364 Eh

ORCA input file:
```
! wB97M-V def2-TZVPD RIJCOSX def2/J DEFGRID3
* xyz 0 1
C -0.68048 -0.27712 0.15189
H -0.68699 0.76041 -1.76394
H 0.91981 1.95299 -0.39545
H -2.05882 -0.33324 -1.53610
C 1.45585 -0.49990 0.51081
H 2.08464 -1.07134 1.16845
H -1.40784 -0.63995 0.88332
O 0.61220 1.91476 0.51921
H -1.99812 1.21133 -0.67016
H 0.31327 0.51463 1.93931
O 1.45145 -0.86321 -0.86031
C 0.40490 -1.34656 -0.04523
C -1.39283 0.36842 -1.02504
C 0.43513 0.57368 0.85498
H 0.51122 -2.32460 0.38748
*
```

Short version: run A, run C, run B, most stable first.

Run A
An isolated molecule of C5H8O2. Source: the OMol25 dataset; level of theory: the ωB97M-V functional and the def2-TZVPD basis.

Values from the calculation:
Frontier orbital gap: 9.81 eV
SMILES: CCCC(=O)C=O
Highest occupied orbital energy: -0.354 Eh

ORCA input file:
```
! wB97M-V def2-TZVPD RIJCOSX def2/J DEFGRID3
* xyz 0 1
C 0.28846 0.10167 -0.15880
H 3.79689 -0.03031 0.31637
H -3.16571 -0.33082 -0.47468
H -1.99594 -0.16265 -1.79000
H 0.30862 1.19570 -0.07188
O 1.28539 -1.20393 1.61327
H -2.27115 1.18118 -0.67063
C -1.09376 -0.45476 0.18158
O 2.69934 1.55079 0.48094
H 0.54775 -0.10781 -1.20754
H -1.33322 -0.21130 1.22307
C -2.18906 0.08959 -0.74008
H -1.07243 -1.54883 0.12322
C 2.77204 0.34537 0.46616
C 1.42280 -0.41390 0.70902
*
```

Run B
A structure of composition C5H8O2. Source: the OMol25 dataset; level of theory: the ωB97M-V functional and the def2-TZVPD basis.

Values from the calculation:
Frontier orbital gap: 9.58 eV
Highest occupied orbital energy: -0.328 Eh

ORCA input file:
```
! wB97M-V def2-TZVPD RIJCOSX def2/J DEFGRID3
* xyz 0 1
C -1.00600 -0.12866 1.15318
H -0.35879 -1.37366 -0.74895
H 0.51745 -0.31481 -2.72360
H 0.08046 1.52798 -1.04587
O -2.16906 -0.59093 0.67074
C 1.11599 -0.31174 -1.82011
C -0.17500 0.81586 1.46749
H 0.20160 1.82503 1.55218
C 0.33489 -0.58007 1.49963
H 2.14609 0.01883 -1.88541
H -2.69989 0.14830 0.34150
O 1.24652 -0.97465 0.46952
C 0.62897 -0.91337 -0.73966
H -0.45135 1.94900 -0.61491
H 0.58811 -1.09710 2.42427
*
```

Short version: run A, run B, most stable first.

Run A
An isolated molecule of C5H8O2. Source: the OMol25 dataset; level of theory: the ωB97M-V functional and the def2-TZVPD basis.

Values from the calculation:
Frontier orbital gap: 9.58 eV
SMILES: C=C=C(O)CCO
Highest occupied orbital energy: -0.329 Eh

ORCA input file:
```
! wB97M-V def2-TZVPD RIJCOSX def2/J DEFGRID3
* xyz 0 1
H 1.13592 -0.45906 -1.13404
H -3.62937 -0.73342 -0.81641
C -0.41176 -0.26930 0.28024
H 1.91798 -0.10870 1.43786
O 2.46364 0.48072 0.89744
H 2.19195 1.78601 -0.61738
C 1.58257 1.23950 0.10512
H 0.04478 0.91209 -1.40105
C 0.59008 0.35571 -0.63319
H -0.61555 -1.32599 1.84132
O 0.11941 -0.91925 1.35828
C -1.70384 -0.28105 0.02170
H -2.13874 -1.73142 -1.31445
C -2.56923 -0.92336 -0.72759
H 1.02215 1.97752 0.70214
*
```

Run B
An isolated molecule of C5H8O2. Source: the OMol25 dataset; level of theory: the ωB97M-V functional and the def2-TZVPD basis.

Values from the calculation:
Frontier orbital gap (spin up / spin down): 7.28 / 7.28 eV
Highest occupied orbital energy (spin up / spin down): -0.270 / -0.270 Eh

ORCA input file:
```
! wB97M-V def2-TZVPD RIJCOSX def2/J DEFGRID3
* xyz 0 1
H 1.45805 0.93666 1.64430
C 0.87122 -0.23082 -0.99788
H 1.14100 -1.60855 1.53988
H -2.43081 -0.18538 -1.72269
O -1.31443 -0.05309 -0.10086
C 0.45305 0.53451 1.55465
H 1.58795 0.59698 -1.11976
H -0.31572 1.10575 2.06768
C 0.10540 -0.14353 0.26626
O -1.05346 1.18389 -2.13194
H 1.40674 -1.17515 -1.11756
C -1.47050 0.19741 -1.36932
C 0.26723 -0.96422 1.50293
H -0.62781 -1.36785 1.96854
H -0.07792 1.17340 -1.98421
*
```

Short version: run A, run B, most stable first.

Run A
An isolated molecule of C5H8O2. Source: the OMol25 dataset; level of theory: the ωB97M-V functional and the def2-TZVPD basis.

Values from the calculation:
Frontier orbital gap: 10.52 eV
Highest occupied orbital energy: -0.353 Eh

ORCA input file:
```
! wB97M-V def2-TZVPD RIJCOSX def2/J DEFGRID3
* xyz 0 1
H -2.26349 0.81948 0.96332
C 0.97361 1.12567 0.03064
C -0.33607 -0.83112 0.30185
O 1.86192 -0.07562 -0.04600
H -2.26802 1.03858 -0.72437
O -1.60551 -1.05244 -0.14265
H 1.78079 -1.90927 0.64770
C -1.78459 0.35231 -0.00217
H 1.11890 -1.75848 -1.15109
H -0.22485 0.32416 -1.28042
H 1.13980 1.36769 1.06954
H 1.18361 1.81940 -0.61396
C 1.21659 -1.38646 -0.09506
H -0.47225 -0.39980 1.26668
C -0.32043 0.56590 -0.22399
*
```

Run B
An isolated molecule of C5H8O2. Source: the OMol25 dataset; level of theory: the ωB97M-V functional and the def2-TZVPD basis.

Values from the calculation:
Frontier orbital gap: 9.99 eV
SMILES: O=CCCCC=O
Highest occupied orbital energy: -0.358 Eh

ORCA input file:
```
! wB97M-V def2-TZVPD RIJCOSX def2/J DEFGRID3
* xyz 0 1
H -1.22388 -1.55845 0.02428
H 1.73816 0.50410 1.54229
C 0.80032 0.15265 1.23810
C -0.49506 -1.16356 -0.66397
O -0.93774 1.83584 1.46925
H 0.20985 -0.52854 1.80948
C 0.86174 -0.71954 -0.05882
C 0.00887 1.38874 0.80551
O -2.28942 0.62531 -0.95962
H 1.39191 -0.10665 -0.84740
H 1.49547 -1.63719 0.05001
H 0.29983 1.87598 -0.12486
H -0.41421 0.85407 -1.57292
H -0.28128 -1.68449 -1.59880
C -1.16458 0.16173 -1.11252
*
```

Run C
An isolated molecule of C5H8O2. Source: the OMol25 dataset; level of theory: the ωB97M-V functional and the def2-TZVPD basis.

Values from the calculation:
Frontier orbital gap: 9.60 eV
Highest occupied orbital energy: -0.317 Eh

ORCA input file:
```
! wB97M-V def2-TZVPD RIJCOSX def2/J DEFGRID3
* xyz 0 1
H -1.11468 -0.36306 -1.66332
C -0.51063 0.66072 0.30224
H 1.44463 1.65558 0.18814
C -0.11785 -0.38700 1.35511
C -1.13397 -0.41464 -0.59163
H 0.39125 1.92867 -1.23027
O 1.02895 -1.06489 0.85325
H -1.15524 1.45548 0.69734
H 0.08398 -0.11117 2.40042
C 0.68510 1.20892 -0.45966
H -0.91568 -1.13303 0.99292
C 0.87188 -1.05898 -0.49443
O 1.25133 0.07976 -1.13489
H -2.19537 -0.54138 -0.26150
H 1.38630 -1.91496 -0.95372
*
```

Short version: run B, run C, run A, most stable first.

Run A
An isolated molecule of C5H8O2. Source: the OMol25 dataset; level of theory: the ωB97M-V functional and the def2-TZVPD basis.

Values from the calculation:
Frontier orbital gap: 9.90 eV
SMILES: O[C@H]1C[C@@]2(O)C[C@@H]12
Highest occupied orbital energy: -0.334 Eh

ORCA input file:
```
! wB97M-V def2-TZVPD RIJCOSX def2/J DEFGRID3
* xyz 0 1
O 2.12336 0.18151 -0.60737
C -0.99811 0.13273 0.03221
H -0.54331 -1.93230 -0.49658
H 0.14519 1.78347 -0.96246
C -0.75272 -0.89518 -0.95364
O -2.20051 0.30917 0.67912
C 1.13102 0.28656 0.39089
H -0.06638 -0.72484 -1.77192
H -2.89553 -0.05244 0.11238
C 0.09840 -0.82565 0.47759
C 0.01340 1.27968 -0.00189
H 1.56643 0.50794 1.37645
H -0.06813 -1.48091 1.34498
H -0.18265 2.01403 0.78548
H 2.68336 -0.57749 -0.39101
*
```

Run B
An isolated molecule of C5H8O2. Source: the OMol25 dataset; level of theory: the ωB97M-V functional and the def2-TZVPD basis.

Values from the calculation:
Frontier orbital gap: 10.11 eV
SMILES: O=C1CC(CO)C1
Highest occupied orbital energy: -0.346 Eh

ORCA input file:
```
! wB97M-V def2-TZVPD RIJCOSX def2/J DEFGRID3
* xyz 0 1
H -1.87843 1.41462 0.42426
H 0.30262 -1.76546 0.67372
C 0.14329 0.48653 0.47971
H 1.07380 1.14627 -1.35135
H -0.54515 -0.97052 2.02996
C -1.59103 -0.72805 0.12343
H 2.21672 0.92159 -0.02063
H -1.26974 1.05701 -1.20773
C -0.32522 -0.91929 0.95875
C 1.32514 0.49429 -0.50160
H 2.32918 -0.77913 -1.57306
O 1.58933 -0.81806 -0.95612
C -1.24892 0.73559 -0.16134
H 0.36448 1.17757 1.29700
O -2.48608 -1.45296 -0.21498
*
```

Run C
An isolated molecule of C5H8O2. Source: the OMol25 dataset; level of theory: the ωB97M-V functional and the def2-TZVPD basis.

Values from the calculation:
Frontier orbital gap: 10.50 eV
SMILES: C#C[C@H](O)CCO
Highest occupied orbital energy: -0.361 Eh

ORCA input file:
```
! wB97M-V def2-TZVPD RIJCOSX def2/J DEFGRID3
* xyz 0 1
H -0.51400 -1.59394 0.90476
O 0.41889 1.63388 1.25403
H -0.02746 0.20431 2.64346
C 0.66821 -0.53822 -1.33703
C 1.71826 -0.86943 -1.82501
C -0.70311 -0.52467 0.75086
H -1.73020 -0.32284 1.07406
C 0.29773 0.27345 1.59590
O -1.07043 1.10556 -0.94856
H 2.65088 -1.17414 -2.24819
H -1.37753 -0.91006 -1.25151
C -0.65337 -0.24927 -0.75429
H -0.10801 1.79044 0.45653
H 1.28646 -0.20408 1.53457
H -0.85631 1.37902 -1.84957
*
```

Short version: run B, run C, run A, most stable first.